A) Entry from the OMol25 dataset: one molecule with the formula C3H7NO2 (ωB97M-V/def2-TZVPD).

Summary:
LUMO (spin up / spin down)	0.0325 / -0.1131	hartree
gap between HOMO and LUMO (spin up / spin down)	6.40 / 7.44	eV
⟨S²⟩	2.0133
multiplicity	3
HOMO level (spin up / spin down)	-5.5 / -10.5	eV

Positions of all 13 atoms, in Å:
C -0.211 -0.282 -0.600
C 0.914 0.796 1.465
C -0.371 0.801 0.648
N 0.768 -1.016 -0.559
O -1.221 -1.229 -2.415
O -1.223 -0.180 -1.486
H 1.007 -0.219 2.092
H 1.659 0.654 0.709
H 0.952 1.755 1.891
H -1.370 0.760 1.256
H -0.452 1.821 0.288
H 1.042 -1.674 -1.327
H -1.493 -1.987 -1.962

The net atomic charges from natural (NBO), expressed in e, are: atom 1 (C): 0.524, atom 2 (C): -0.619, atom 3 (C): -0.463, atom 4 (N): -0.670, atom 5 (O): -0.407, atom 6 (O): -0.235, atom 7 (H): 0.213, atom 8 (H): 0.226, atom 9 (H): 0.210, atom 10 (H): 0.217, atom 11 (H): 0.213, atom 12 (H): 0.373, atom 13 (H): 0.417

B) Entry from the OMol25 dataset: C3H7NO2 as an isolated structure (ωB97M-V/def2-TZVPD).

Summary:
LUMO (spin up / spin down)	0.0326 / -0.0896	hartree
gap between HOMO and LUMO (spin up / spin down)	7.15 / 7.50	eV
⟨S²⟩	2.0081
multiplicity	3
HOMO level (spin up / spin down)	-6.3 / -9.9	eV

Positions of all 13 atoms, in Å:
C 0.997 0.806 0.020
C 0.227 1.915 -0.637
C -1.364 -0.913 0.073
N 0.426 -0.327 0.140
O 0.937 -1.407 0.566
O -1.300 -2.206 0.163
H 1.988 0.981 0.051
H -0.023 1.833 -1.689
H -0.669 2.236 -0.070
H 0.902 2.788 -0.747
H -1.612 -0.310 -0.821
H 0.068 -2.128 0.346
H -1.617 -0.379 1.006

The net atomic charges from natural (NBO), expressed in e, are: atom 1 (C): 0.016, atom 2 (C): -0.690, atom 3 (C): 0.165, atom 4 (N): -0.088, atom 5 (O): -0.317, atom 6 (O): -0.720, atom 7 (H): 0.178, atom 8 (H): 0.223, atom 9 (H): 0.221, atom 10 (H): 0.229, atom 11 (H): 0.154, atom 12 (H): 0.489, atom 13 (H): 0.140

Pick B): it beats the second-best structure by 52.2 kcal/mol.

A) Entry from the OMol25 dataset: CH3PS4 as an isolated structure (ωB97M-V/def2-TZVPD).

Summary:
LUMO	-0.0295	hartree
gap between HOMO and LUMO	7.34	eV
multiplicity	1
HOMO level	-8.1	eV

Positions of all 9 atoms, in Å:
C 0.995 -0.474 0.785
P -0.110 0.923 0.347
S 0.515 -0.891 2.512
S -1.137 0.398 2.118
S -1.893 -2.063 -0.101
S -1.695 -0.422 -1.329
H 0.709 -1.336 0.254
H 2.094 -0.349 0.881
H -3.107 -2.089 0.393

The net atomic charges from natural (NBO), expressed in e, are: atom 1 (C): -0.889, atom 2 (P): 0.668, atom 3 (S): 0.124, atom 4 (S): -0.146, atom 5 (S): -0.131, atom 6 (S): -0.263, atom 7 (H): 0.255, atom 8 (H): 0.256, atom 9 (H): 0.125

B) Entry from the OMol25 dataset: one molecule with the formula CH3PS4 (ωB97M-V/def2-TZVPD).

Summary:
LUMO (spin up / spin down)	-0.0550 / -0.0835	hartree
gap between HOMO and LUMO (spin up / spin down)	7.30 / 5.87	eV
multiplicity	1
HOMO level (spin up / spin down)	-8.8 / -8.1	eV

Positions of all 9 atoms, in Å:
C -1.801 0.530 0.202
P 2.998 -0.048 0.321
S -1.865 -0.965 1.049
S 2.094 -1.886 -0.021
S -0.270 0.757 -0.958
S 1.294 1.331 0.211
H -2.609 0.484 -0.566
H -1.684 1.306 1.030
H 1.843 -1.509 -1.269

The net atomic charges from natural (NBO), expressed in e, are: atom 1 (C): -0.753, atom 2 (P): 0.336, atom 3 (S): 0.162, atom 4 (S): -0.280, atom 5 (S): 0.081, atom 6 (S): -0.215, atom 7 (H): 0.244, atom 8 (H): 0.276, atom 9 (H): 0.149

Pick A): it beats the second-best structure by 27.8 kcal/mol.

A) Entry from the OMol25 dataset: C3H6GaMgO4S as an isolated structure (ωB97M-V/def2-TZVPD).

Summary:
total charge	+1
LUMO (spin up / spin down)	-0.2011 / -0.2141	hartree
gap between HOMO and LUMO (spin up / spin down)	6.81 / 5.10	eV
multiplicity	1
HOMO level (spin up / spin down)	-12.3 / -10.9	eV

Positions of all 16 atoms, in Å:
Ga 0.638 1.453 0.463
S 3.408 0.831 -0.418
O 2.880 -0.656 0.060
O 2.599 1.916 0.492
O 0.067 0.853 -1.261
C -1.274 0.467 -1.153
C -1.509 -0.776 -0.276
O -0.343 -1.150 0.450
C -0.016 -0.188 1.552
Mg 1.239 -1.068 -0.814
H -1.624 0.205 -2.169
H -1.877 1.297 -0.737
H -1.729 -1.646 -0.913
H -2.338 -0.611 0.428
H 0.780 -0.733 2.088
H -0.902 -0.194 2.207

The net atomic charges from natural (NBO), expressed in e, are: atom 1 (Ga): 1.476, atom 2 (S): 0.998, atom 3 (O): -1.164, atom 4 (O): -0.932, atom 5 (O): -0.988, atom 6 (C): -0.132, atom 7 (C): -0.124, atom 8 (O): -0.674, atom 9 (C): -0.590, atom 10 (Mg): 1.825, atom 11 (H): 0.210, atom 12 (H): 0.190, atom 13 (H): 0.205, atom 14 (H): 0.220, atom 15 (H): 0.245, atom 16 (H): 0.234

B) Entry from the OMol25 dataset: C3H6GaMgO4S as an isolated structure (ωB97M-V/def2-TZVPD).

Summary:
total charge	+1
LUMO	-0.2107	hartree
gap between HOMO and LUMO	5.41	eV
multiplicity	1
HOMO level	-11.1	eV

Positions of all 16 atoms, in Å:
Ga 0.713 -1.029 1.117
S 0.814 -3.205 -0.877
O -0.661 -2.640 -1.357
O 0.913 -2.998 0.733
O 1.628 0.065 -0.118
C 1.208 1.389 -0.075
C -0.301 1.659 -0.135
O -1.074 0.479 -0.339
C -1.229 -0.341 0.910
Mg -0.322 -0.793 -1.687
H 1.625 1.862 -0.989
H 1.578 1.873 0.851
H -0.524 2.282 -1.014
H -0.650 2.158 0.781
H -1.974 -1.086 0.579
H -1.743 0.326 1.621

The net atomic charges from natural (NBO), expressed in e, are: atom 1 (Ga): 1.690, atom 2 (S): 0.811, atom 3 (O): -1.194, atom 4 (O): -0.988, atom 5 (O): -0.934, atom 6 (C): -0.126, atom 7 (C): -0.121, atom 8 (O): -0.688, atom 9 (C): -0.586, atom 10 (Mg): 1.827, atom 11 (H): 0.195, atom 12 (H): 0.193, atom 13 (H): 0.216, atom 14 (H): 0.213, atom 15 (H): 0.256, atom 16 (H): 0.236

Pick A): it beats the second-best structure by 10.6 kcal/mol.

A) Entry from the OMol25 dataset: an isolated ion of composition C4H10N3O and charge +1 (ωB97M-V/def2-TZVPD).

Summary:
total charge	+1
LUMO (spin up / spin down)	-0.2262 / -0.2336	hartree
gap between HOMO and LUMO (spin up / spin down)	6.26 / 5.85	eV
multiplicity	1
HOMO level (spin up / spin down)	-12.4 / -12.2	eV

Positions of all 18 atoms, in Å:
C -0.112 0.333 2.596
C 0.328 0.950 -0.903
C 0.335 1.398 0.632
C 0.058 -0.894 -2.372
N 0.366 -1.328 -0.120
N -0.502 -0.828 3.149
N -0.189 -0.459 -0.988
O -0.299 0.326 1.378
H -0.404 1.547 -1.505
H 1.309 0.959 -1.221
H 1.336 1.661 0.943
H -0.409 2.174 0.831
H 1.028 -1.387 -2.381
H -0.684 -1.647 -2.905
H 0.143 -0.002 -3.008
H -0.469 -0.930 4.153
H -0.649 -1.646 2.560
H -1.189 -0.227 -0.839

The net atomic charges from natural (NBO), expressed in e, are: atom 1 (C): 0.344, atom 2 (C): -0.236, atom 3 (C): -0.077, atom 4 (C): -0.456, atom 5 (N): 0.065, atom 6 (N): -0.786, atom 7 (N): -0.330, atom 8 (O): -0.501, atom 9 (H): 0.243, atom 10 (H): 0.235, atom 11 (H): 0.239, atom 12 (H): 0.231, atom 13 (H): 0.258, atom 14 (H): 0.279, atom 15 (H): 0.245, atom 16 (H): 0.424, atom 17 (H): 0.388, atom 18 (H): 0.436

B) Entry from the OMol25 dataset: an isolated ion of composition C4H10N3O and charge +1 (ωB97M-V/def2-TZVPD).

Summary:
total charge	+1
structure (SMILES)	[H]/N=C(\OC)[C@H]([NH3+])/C=N/[H]
LUMO	-0.1192	hartree
gap between HOMO and LUMO	11.39	eV
multiplicity	1
HOMO level	-14.6	eV

Positions of all 18 atoms, in Å:
H -0.651 -1.372 -1.792
N -0.011 -0.851 -1.374
C -0.296 0.111 -0.564
O -1.531 0.630 -0.331
C -2.634 -0.021 -0.827
C 0.910 0.762 0.163
N 2.046 -0.059 -0.287
C 0.630 0.464 1.662
N 1.345 -0.401 2.268
H 1.181 -0.570 3.178
H -2.637 -1.121 -0.604
H -2.400 0.018 -2.000
H -3.441 0.505 -0.498
H 0.802 1.856 0.022
H 2.361 -0.651 0.571
H 2.931 0.408 -0.603
H 1.712 -0.759 -0.998
H -0.318 1.050 2.013

The net atomic charges from natural (NBO), expressed in e, are: atom 1 (H): 0.382, atom 2 (N): -0.751, atom 3 (C): 0.599, atom 4 (O): -0.479, atom 5 (C): -0.242, atom 6 (C): -0.199, atom 7 (N): -0.734, atom 8 (C): 0.148, atom 9 (N): -0.618, atom 10 (H): 0.381, atom 11 (H): 0.193, atom 12 (H): 0.180, atom 13 (H): 0.221, atom 14 (H): 0.284, atom 15 (H): 0.475, atom 16 (H): 0.454, atom 17 (H): 0.486, atom 18 (H): 0.219

Pick B): it beats the second-best structure by 139.4 kcal/mol.

A) Entry from the OMol25 dataset: C4H10N3O as an isolated structure (ωB97M-V/def2-TZVPD).

Summary:
total charge	+1
LUMO (spin up / spin down)	-0.1677 / -0.1677	hartree
gap between HOMO and LUMO (spin up / spin down)	7.56 / 7.56	eV
multiplicity	1
HOMO level (spin up / spin down)	-12.1 / -12.1	eV

Positions of all 18 atoms, in Å:
C 1.746 -1.972 0.430
C 0.850 -0.210 -0.618
C -0.617 -1.827 0.815
C -0.809 1.920 -0.875
N -0.455 1.229 1.343
N 0.658 -1.409 0.262
N 0.087 1.343 0.158
O 2.784 -2.395 0.479
H 1.943 0.018 -0.892
H 0.380 -0.472 -1.504
H -0.510 -2.259 1.781
H -1.216 -0.977 0.660
H -0.941 -2.731 0.204
H -1.603 2.576 -0.418
H -0.282 2.585 -1.654
H -1.441 1.155 -1.425
H -1.443 1.455 1.145
H 0.870 1.971 0.108

The net atomic charges from natural (NBO), expressed in e, are: atom 1 (C): 0.991, atom 2 (C): -0.207, atom 3 (C): -0.395, atom 4 (C): -0.482, atom 5 (N): -0.612, atom 6 (N): -0.420, atom 7 (N): -0.172, atom 8 (O): -0.289, atom 9 (H): 0.234, atom 10 (H): 0.202, atom 11 (H): 0.251, atom 12 (H): 0.252, atom 13 (H): 0.226, atom 14 (H): 0.248, atom 15 (H): 0.244, atom 16 (H): 0.229, atom 17 (H): 0.310, atom 18 (H): 0.392

B) Entry from the OMol25 dataset: an isolated ion of composition C4H10N3O and charge +1 (ωB97M-V/def2-TZVPD).

Summary:
total charge	+1
structure (SMILES)	NN1OC=CC[C@@H]1[NH3+]
LUMO	-0.1247	hartree
gap between HOMO and LUMO	9.28	eV
multiplicity	1
HOMO level	-12.7	eV

Positions of all 18 atoms, in Å:
N 0.910 2.002 -0.139
N 0.015 1.066 0.416
O -1.304 1.336 0.036
C -2.240 0.304 -0.097
C -1.819 -0.936 0.025
C -0.465 -1.441 0.178
C 0.498 -0.353 -0.255
N 1.934 -0.442 0.158
H 0.673 2.456 -1.112
H 0.959 2.727 0.511
H -3.264 0.786 0.062
H -2.515 -1.759 -0.145
H -0.347 -1.714 1.210
H -0.221 -2.278 -0.377
H 0.528 -0.343 -1.276
H 1.985 -0.684 1.147
H 2.351 -1.246 -0.238
H 2.321 0.518 -0.105

The net atomic charges from natural (NBO), expressed in e, are: atom 1 (N): -0.706, atom 2 (N): 0.017, atom 3 (O): -0.384, atom 4 (C): 0.131, atom 5 (C): -0.301, atom 6 (C): -0.463, atom 7 (C): 0.092, atom 8 (N): -0.700, atom 9 (H): 0.384, atom 10 (H): 0.387, atom 11 (H): 0.259, atom 12 (H): 0.247, atom 13 (H): 0.238, atom 14 (H): 0.235, atom 15 (H): 0.195, atom 16 (H): 0.442, atom 17 (H): 0.437, atom 18 (H): 0.489

C) Entry from the OMol25 dataset: an isolated ion of composition C4H10N3O and charge +1 (ωB97M-V/def2-TZVPD).

Summary:
total charge	+1
structure (SMILES)	CN1CCN(C)[N+]1=O
LUMO	-0.1806	hartree
gap between HOMO and LUMO	9.69	eV
multiplicity	1
HOMO level	-14.6	eV

Positions of all 18 atoms, in Å:
C -2.571 0.408 0.035
N -1.114 0.159 0.073
C -0.595 -1.183 -0.251
C 0.902 -1.102 -0.072
N 1.236 0.205 -0.420
C 2.372 0.813 0.168
N -0.162 1.028 0.019
O -0.214 2.233 0.106
H -2.936 -0.254 0.826
H -2.835 1.464 -0.014
H -3.035 0.042 -0.850
H -1.053 -1.531 -1.193
H -0.928 -1.935 0.431
H 1.204 -1.411 1.040
H 1.557 -1.851 -0.767
H 2.330 1.881 0.137
H 2.614 0.450 1.179
H 3.230 0.586 -0.449

The net atomic charges from natural (NBO), expressed in e, are: atom 1 (C): -0.443, atom 2 (N): -0.108, atom 3 (C): -0.248, atom 4 (C): -0.274, atom 5 (N): -0.189, atom 6 (C): -0.466, atom 7 (N): 0.496, atom 8 (O): -0.246, atom 9 (H): 0.250, atom 10 (H): 0.271, atom 11 (H): 0.245, atom 12 (H): 0.245, atom 13 (H): 0.247, atom 14 (H): 0.206, atom 15 (H): 0.287, atom 16 (H): 0.260, atom 17 (H): 0.205, atom 18 (H): 0.259

Pick B): it beats the second-best structure by 16.5 kcal/mol.

A) Entry from the OMol25 dataset: CH3ClNO3S as an isolated structure (ωB97M-V/def2-TZVPD).

Summary:
total charge	-1
LUMO	0.1360	hartree
gap between HOMO and LUMO	8.74	eV
multiplicity	1
HOMO level	-5.0	eV

Positions of all 10 atoms, in Å:
C -0.070 0.048 0.165
N -1.355 0.541 0.567
O -2.066 -1.848 0.618
O -3.730 -0.168 0.543
O -2.292 -0.511 -1.493
S -2.485 -0.649 -0.060
Cl -1.896 2.042 -0.028
H 0.641 0.535 0.773
H -0.160 -1.151 0.302
H 0.037 0.441 -0.897

The net atomic charges from natural (NBO), expressed in e, are: atom 1 (C): -0.474, atom 2 (N): -0.677, atom 3 (O): -1.011, atom 4 (O): -1.013, atom 5 (O): -1.004, atom 6 (S): 2.476, atom 7 (Cl): 0.075, atom 8 (H): 0.176, atom 9 (H): 0.267, atom 10 (H): 0.184

B) Entry from the OMol25 dataset: an isolated ion of composition CH3ClNO3S and charge -1 (ωB97M-V/def2-TZVPD).

Summary:
total charge	-1
structure (SMILES)	CN1OS1(=O)([O-])Cl
LUMO	0.1470	hartree
gap between HOMO and LUMO	9.08	eV
multiplicity	1
HOMO level	-5.1	eV

Positions of all 10 atoms, in Å:
C -0.793 -0.037 1.154
N 0.576 0.040 0.671
O 0.880 1.389 0.195
S 0.757 0.132 -0.957
O -0.398 0.660 -1.662
O 2.031 -0.025 -1.614
Cl 0.115 -1.970 -1.370
H -0.670 -0.220 2.250
H -1.318 0.893 0.881
H -1.182 -0.862 0.452

The net atomic charges from natural (NBO), expressed in e, are: atom 1 (C): -0.487, atom 2 (N): -0.388, atom 3 (O): -0.632, atom 4 (S): 2.310, atom 5 (O): -0.978, atom 6 (O): -0.924, atom 7 (Cl): -0.563, atom 8 (H): 0.194, atom 9 (H): 0.214, atom 10 (H): 0.253

Pick A): it beats the second-best structure by 40.2 kcal/mol.